Entry 1:
The following is a DFT calculation (ωB97M-V/def2-TZVPD) of C48H46B2N10O4W as an isolated structure in a non-equilibrium geometry.

CARTESIAN COORDINATES (ANGSTROEM)
1 W -0.4251 -0.0834 0.1676
2 C 3.4864 1.0184 -1.6944
3 C 2.4924 0.0923 -1.3924
4 N 1.3808 0.7227 -1.0094
5 N 1.6327 2.0464 -1.0754
6 C 2.8955 2.2473 -1.4817
7 B 0.5123 3.1036 -0.8718
8 N 0.0374 3.0236 0.5836
9 C 0.0739 3.9386 1.5588
10 C -0.5715 3.4183 2.6654
11 C -0.9756 2.1493 2.2800
12 N -0.5999 1.9103 1.0100
13 N -0.6442 2.6406 -1.7663
14 C -1.3653 3.3250 -2.6733
15 C -2.1016 2.4182 -3.4060
16 C -1.7628 1.1787 -2.8639
17 N -0.8973 1.3278 -1.8701
18 N 0.9627 4.4697 -1.3105
19 C 1.2865 4.8160 -2.5867
20 C 1.5387 6.1632 -2.6135
21 C 1.3425 6.5761 -1.2858
22 N 1.0008 5.5584 -0.5263
23 H 4.4874 0.8287 -2.0212
24 H 2.5239 -0.9809 -1.4330
25 H 3.2924 3.2360 -1.5961
26 H 0.5420 4.8884 1.3791
27 H -0.7192 3.8982 3.6100
28 H -1.5010 1.3973 2.8466
29 H -1.3398 4.3938 -2.7311
30 H -2.7842 2.6197 -4.2078
31 H -2.0822 0.2013 -3.1568
32 H 1.3082 4.0905 -3.3754
33 H 1.8213 6.7667 -3.4523
34 H 1.4277 7.5597 -0.8645
35 C -0.8715 -3.0272 3.5264
36 C -2.2334 -3.3403 3.4970
37 C -3.0267 -2.6606 2.6030
38 C -2.4783 -1.6928 1.7560
39 N -1.1462 -1.3526 1.8124
40 C -0.3914 -2.0480 2.6914
41 C -3.2685 -0.8522 0.8855
42 C -4.6532 -0.9917 0.7139
43 C -5.3676 -0.0113 0.0621
44 C -4.7158 1.1199 -0.4106
45 C -3.3412 1.2346 -0.2765
46 C -2.5724 0.2396 0.3188
47 H -0.1985 -3.5327 4.1993
48 H -2.6432 -4.0780 4.1665
49 H -4.0837 -2.8615 2.5581
50 H 0.6543 -1.7926 2.7363
51 H -5.1533 -1.8722 1.0866
52 H -6.4362 -0.1088 -0.0535
53 H -5.2713 1.9104 -0.8925
54 H -2.8824 2.1424 -0.6429
55 C -2.7936 -1.4183 -7.4213
56 C -2.3706 -2.3615 -6.3380
57 C -1.4737 -3.3851 -6.6280
58 C -1.0937 -4.2962 -5.6515
59 C -1.5601 -4.1626 -4.3640
60 C -2.4251 -3.1082 -4.0352
61 N -2.7980 -2.8847 -2.7269
62 C -2.4692 -3.7453 -1.6731
63 C -3.1432 -4.9560 -1.5667
64 C -2.8878 -5.8161 -0.5122
65 C -1.9128 -5.4952 0.4261
66 C -1.2109 -4.3116 0.3149
67 C -1.4951 -3.3977 -0.7080
68 C -0.7284 -2.1527 -0.8448
69 O 0.3936 -1.9812 -0.2402
70 O -1.0923 -1.2526 -1.6896
71 C -2.8823 -2.2356 -5.0474
72 C -3.9354 -1.2061 -4.7732
73 H -2.2287 -1.6078 -8.3295
74 H -2.6362 -0.3829 -7.1224
75 H -3.8528 -1.5413 -7.6464
76 H -1.0856 -3.4787 -7.6312
77 H -0.4151 -5.0977 -5.9008
78 H -1.2270 -4.8354 -3.5888
79 H -2.8222 -1.9063 -2.4563
80 H -3.8906 -5.1965 -2.3096
81 H -3.4514 -6.7323 -0.4192
82 H -1.7023 -6.1743 1.2402
83 H -0.4239 -4.0700 1.0147
84 H -4.3945 -1.3337 -3.7967
85 H -4.7173 -1.2874 -5.5270
86 H -3.5284 -0.1981 -4.8505
87 C 5.9919 2.8134 4.9857
88 C 5.3782 1.5397 5.5847
89 C 4.4141 1.9111 6.7209
90 C 6.5064 0.6983 6.1851
91 C 4.6171 0.8139 4.4891
92 C 4.9457 -0.4774 4.0774
93 C 4.2617 -1.1440 3.0721
94 C 3.2077 -0.4778 2.4875
95 O 2.3028 -0.8859 1.5432
96 B 1.3626 0.1189 1.4237
97 O 1.7346 1.1933 2.2163
98 C 2.8600 0.8102 2.8984
99 C 3.5542 1.4779 3.8773
100 H 6.5754 3.3338 5.7413
101 H 5.2248 3.4908 4.6205
102 H 6.6478 2.5576 4.1561
103 H 4.9596 2.4314 7.5051
104 H 3.9694 1.0144 7.1478
105 H 3.6133 2.5596 6.3766
106 H 7.0256 1.2857 6.9392
107 H 7.2317 0.4114 5.4279
108 H 6.1144 -0.1946 6.6671
109 H 5.7590 -0.9958 4.5545
110 H 4.5371 -2.1405 2.7722
111 H 3.2676 2.4771 4.1558

Atoms 1-6, force components in eV/Å:
W -0.9 3.3 -4.0
C -0.2 0.0 0.0
C 0.2 0.0 0.0
N 0.0 -0.6 0.7
N 0.2 0.4 0.0
C -0.1 -0.3 0.1

Calculated values
Net charge   +1
ΔE to the lowest compared entry with this formula, charge and spin   185.76 kJ/mol
<S²>   0.758
Gap between HOMO and LUMO (alpha / beta)   5.889 / 5.697 eV
E_HOMO (alpha / beta)   -0.3547 / -0.3549 Ha
Multiplicity   2
F_max   5.22 eV Å⁻¹

Atomic partial charges in e from the Löwdin method, atoms 1 to 99: 1.809, -0.005, -0.087, -0.062, 0.045, -0.022, -0.653, 0.060, -0.015, -0.007, -0.099, -0.111, 0.021, -0.043, -0.017, -0.120, -0.014, -0.010, -0.105, -0.046, -0.130, 0.057, 0.106, 0.128, 0.132, 0.106, 0.106, 0.127, 0.132, 0.104, 0.090, 0.129, 0.097, 0.107, -0.028, -0.018, 0.016, -0.198, -0.012, -0.086, -0.193, -0.014, -0.062, -0.048, -0.094, -0.175, 0.120, 0.122, 0.116, 0.113, 0.109, 0.111, 0.113, 0.091, -0.043, -0.239, -0.051, -0.078, -0.023, -0.200, 0.079, -0.187, 0.001, -0.041, -0.062, -0.018, -0.063, -0.559, -0.081, -0.043, -0.169, -0.037, 0.078, 0.082, 0.086, 0.106, 0.105, 0.108, 0.115, 0.130, 0.113, 0.110, 0.112, 0.075, 0.087, 0.068, -0.040, -0.562, -0.042, -0.064, -0.166, -0.015, 0.028, -0.186, 0.120, -0.609, 0.154, -0.160, 0.066

***

Entry 2:
The following is a DFT calculation (ωB97M-V/def2-TZVPD) of C48H46GeN3O5SiTc as an isolated structure.

CARTESIAN COORDINATES (ANGSTROEM)
1 Tc -0.7823 -0.4950 -2.2906
2 O -0.6151 -4.7128 -3.0872
3 C -0.5316 -3.5244 -2.7807
4 O -1.3230 -2.5758 -3.0791
5 C 0.6943 -3.0974 -1.9651
6 C 1.6888 -4.0040 -1.6316
7 C 2.7943 -3.5612 -0.9314
8 C 2.8683 -2.2233 -0.5672
9 C 1.8311 -1.3808 -0.9103
10 N 0.7723 -1.8055 -1.6132
11 H 1.5530 -5.0286 -1.9479
12 H 3.5848 -4.2484 -0.6554
13 H 3.6990 -1.8366 0.0050
14 H 1.8182 -0.3405 -0.6104
15 C -4.3954 1.0543 -1.2240
16 Si -2.9584 1.9185 -2.0338
17 C -3.5881 3.5277 -2.7807
18 C -2.2230 2.2183 0.6536
19 N -2.1505 0.8760 -3.1275
20 C -2.0468 0.9946 -4.4924
21 C -2.9756 1.6178 -5.3447
22 C -2.7556 1.7564 -6.7068
23 C -1.5972 1.2767 -7.2981
24 C -0.6628 0.6239 -6.4999
25 C -0.9152 0.4700 -5.1551
26 O 0.0159 -0.1616 -4.3044
27 C 0.8946 -1.1287 -4.8009
28 C 2.2239 -0.9931 -4.4463
29 C 3.1214 -1.9838 -4.8220
30 C 2.6815 -3.0816 -5.5465
31 C 1.3404 -3.1931 -5.8924
32 C 0.4302 -2.2150 -5.5224
33 H -4.8783 1.6525 -0.4466
34 H -4.0830 0.0974 -0.8045
35 H -5.1358 0.8567 -2.0050
36 H -4.5213 3.4061 -3.3348
37 H -2.8640 4.0100 -3.4384
38 H -3.7850 4.2077 -1.9454
39 H -2.6352 3.1334 1.1040
40 H -1.3678 1.9004 1.2502
41 H -2.9760 1.4351 0.7287
42 H -3.8991 1.9854 -4.9209
43 H -3.5094 2.2450 -7.3132
44 H -1.4193 1.3921 -8.3591
45 H 0.2494 0.2244 -6.9221
46 H 2.5317 -0.1351 -3.8619
47 H 4.1620 -1.8985 -4.5347
48 H 3.3776 -3.8625 -5.8252
49 H 0.9881 -4.0675 -6.4234
50 H -0.6246 -2.3145 -5.7312
51 O -0.0439 -0.1666 1.0950
52 C -1.1413 -0.6405 0.7621
53 O -1.6376 -0.6035 -0.4106
54 C -2.0170 -1.2895 1.8251
55 C -1.8045 -0.6718 3.2006
56 Ge 0.0265 -0.5466 3.9044
57 C -0.0830 -1.2451 5.7613
58 C -0.9188 -2.3308 6.0320
59 C -0.9607 -2.9260 7.2864
60 C -0.1636 -2.4391 8.3116
61 C 0.6822 -1.3672 8.0649
62 C 0.7222 -0.7864 6.8039
63 C 1.4775 -1.6667 3.2371
64 C 2.7630 -1.1528 3.0837
65 C 3.8370 -1.9882 2.7998
66 C 3.6393 -3.3509 2.6402
67 C 2.3601 -3.8755 2.7651
68 C 1.2960 -3.0399 3.0737
69 C 0.5549 1.3349 4.0627
70 C 1.1715 2.0234 3.0131
71 C 1.4928 3.3692 3.1324
72 C 1.1933 4.0622 4.2972
73 C 0.5629 3.4016 5.3406
74 C 0.2510 2.0525 5.2204
75 H -1.7959 -2.3631 1.8211
76 H -3.0553 -1.1944 1.5033
77 H -2.4163 -1.1699 3.9549
78 H -2.1287 0.3737 3.1750
79 H -1.5561 -2.7347 5.2516
80 H -1.6163 -3.7708 7.4623
81 H -0.1968 -2.8951 9.2937
82 H 1.3183 -0.9832 8.8538
83 H 1.4148 0.0319 6.6309
84 H 2.9413 -0.0912 3.2109
85 H 4.8322 -1.5691 2.7029
86 H 4.4759 -4.0019 2.4153
87 H 2.1899 -4.9372 2.6317
88 H 0.3093 -3.4772 3.1959
89 H 1.3785 1.5099 2.0830
90 H 1.9675 3.8782 2.3013
91 H 1.4416 5.1130 4.3867
92 H 0.3102 3.9341 6.2499
93 H -0.2542 1.5609 6.0459
94 N -1.8445 2.4006 -0.7371
95 C -0.7187 3.1873 -0.9637
96 C -0.0809 3.8747 0.0818
97 C 1.0491 4.6476 -0.1511
98 C 1.5875 4.7725 -1.4200
99 C 0.9640 4.0997 -2.4650
100 C -0.1587 3.3233 -2.2514
101 H -0.4647 3.8089 1.0906
102 H 1.5097 5.1632 0.6851
103 H 2.4691 5.3758 -1.5947
104 H 1.3634 4.1698 -3.4705
105 H -0.5967 2.7946 -3.0837

Atoms 1-6, force components in eV/Å:
Tc 0.1 0.3 0.0
O 0.0 0.1 0.0
C 0.1 0.0 0.0
O -0.1 -0.1 0.0
C 0.0 0.0 0.0
C -0.1 0.0 -0.1

Calculated values
Net charge   -1
ΔE to the lowest compared entry with this formula, charge and spin   0.00 kJ/mol
<S²>   3.765
Gap between HOMO and LUMO (alpha / beta)   6.445 / 6.206 eV
E_HOMO (alpha / beta)   -0.1466 / -0.1379 Ha
Multiplicity   4
F_max   0.53 eV Å⁻¹

Atomic partial charges in e from the Löwdin method, atoms 1 to 99: 1.395, 0.010, -0.639, -0.122, -0.171, -0.002, -0.064, -0.059, -0.121, -0.027, 0.115, 0.102, 0.094, 0.107, -0.162, 0.393, -0.163, -0.120, -0.187, -0.308, -0.043, -0.111, -0.114, -0.030, -0.191, -0.154, -0.284, -0.015, -0.082, -0.095, -0.062, -0.014, 0.032, 0.022, 0.032, 0.019, 0.029, 0.032, 0.096, 0.066, 0.059, 0.088, 0.094, 0.090, 0.116, 0.123, 0.101, 0.096, 0.108, 0.135, -0.033, -0.656, -0.201, -0.158, -0.241, 1.023, -0.253, -0.119, -0.099, -0.108, -0.097, -0.117, -0.254, -0.097, -0.111, -0.118, -0.093, -0.097, -0.249, -0.107, -0.093, -0.094, -0.096, -0.120, 0.116, 0.109, 0.055, 0.070, 0.089, 0.096, 0.094, 0.096, 0.096, 0.091, 0.099, 0.098, 0.101, 0.099, 0.093, 0.081, 0.097, 0.096, 0.090, -0.139, -0.258, -0.038, -0.114, -0.124, -0.101

***

> Among the records above, which one has the highest multiplicity?

C48H46GeN3O5SiTc

***

> The highest net charge belongs to which entry?

C48H46B2N10O4W

***

> The lowest <S²> belongs to which entry?

C48H46B2N10O4W

***

> Look up the net charge of the first one.

+1